[1]
{"formula": "C8H13F3N3", "method": "ωB97M-V/def2-TZVPD", "homo_ev": [-12.81, -10.64], "total_charge": 1, "orbital_gap_ev": [9.0581, 6.8366], "species": ["C", "C", "C", "C", "C", "C", "C", "C", "N", "N", "N", "F", "F", "F", "H", "H", "H", "H", "H", "H", "H", "H", "H", "H", "H", "H", "H"], "positions_angstrom": [[1.7715, -2.0582, -0.3832], [-1.0349, 0.0549, 0.9222], [-0.7073, -0.8277, -1.2950], [-1.1936, 1.4897, 0.3128], [-1.1411, 0.4457, -1.9458], [1.1679, -1.5480, 1.9978], [0.9199, -1.4279, 0.5024], [2.3290, 0.9220, 0.4028], [2.5234, -2.5495, -1.1201], [-0.1754, -0.7216, 0.0378], [-1.9293, 1.3037, -0.9684], [1.7258, 1.4384, 1.4558], [3.6298, 1.0068, 0.5138], [1.8164, 1.5797, -0.6916], [-0.7318, 0.2020, 1.9673], [-2.1536, -0.2494, 0.8296], [-1.6834, -1.4355, -1.2577], [0.0703, -1.3948, -1.8315], [-1.8604, 2.0969, 0.8329], [-0.2353, 2.0639, 0.1984], [-0.2910, 1.1858, -2.2617], [-1.5475, 0.2021, -2.9705], [0.6627, -2.5252, 2.2674], [0.6501, -0.7524, 2.6463], [2.2664, -1.6125, 2.2131], [-2.8665, 0.9704, -0.8653], [-1.9820, 2.1408, -1.5096]], "nbo_charge": [0.15, -0.21, -0.25, -0.24, -0.26, -0.65, 0.11, 0.94, -0.23, -0.40, -0.49, -0.34, -0.29, -0.37, 0.26, 0.18, 0.20, 0.28, 0.23, 0.27, 0.24, 0.27, 0.24, 0.23, 0.27, 0.43, 0.44]}

[2]
{"formula": "C3H8NO", "method": "ωB97M-V/def2-TZVPD", "homo_ev": -13.54, "total_charge": 1, "orbital_gap_ev": 7.8087, "species": ["C", "N", "H", "H", "H", "H", "C", "C", "O", "H", "H", "H", "H"], "positions_angstrom": [[0.6847, -1.6857, 1.8440], [0.3408, -1.9513, 0.6655], [1.0408, -0.6261, 2.0599], [0.7488, -2.3910, 2.7069], [0.4114, -1.1289, -0.0324], [0.6270, -2.7472, 0.0392], [-1.2427, 2.1654, -1.0038], [-0.2989, 1.2885, -0.7343], [0.2331, 0.1367, -1.2683], [-1.4125, 3.1285, -0.5193], [-2.0304, 1.9530, -1.7085], [0.2746, 1.6409, 0.0561], [0.6233, 0.2172, -2.1051]], "nbo_charge": [0.17, -0.63, 0.23, 0.24, 0.47, 0.47, -0.40, 0.08, -0.75, 0.24, 0.21, 0.15, 0.52]}

[3]
{"formula": "C14H36CdN2O4", "method": "ωB97M-V/def2-TZVPD", "homo_ev": -8.08, "total_charge": 0, "orbital_gap_ev": 8.7314, "species": ["Cd", "C", "C", "C", "O", "H", "H", "H", "H", "H", "H", "H", "C", "C", "C", "O", "H", "H", "H", "H", "H", "H", "H", "C", "C", "C", "O", "C", "N", "H", "H", "H", "H", "H", "H", "H", "H", "H", "H", "H", "C", "C", "C", "O", "C", "N", "H", "H", "H", "H", "H", "H", "H", "H", "H", "H", "H"], "positions_angstrom": [[0.8297, 0.3843, 0.1238], [4.2882, 0.2256, 2.4469], [3.1431, 1.0614, 1.8552], [3.4428, 1.5664, 0.4238], [1.9071, 0.4355, 1.8663], [4.1138, 0.3534, 3.4933], [5.3061, 0.6244, 2.1815], [4.2106, -0.7899, 2.0563], [3.1188, 2.0323, 2.3878], [4.2661, 2.2934, 0.4160], [2.5541, 2.0206, -0.0386], [3.6581, 0.7306, -0.2406], [0.8576, -2.8697, -2.7198], [1.0436, -2.1810, -1.4023], [2.4969, -1.9574, -1.1281], [0.2868, -0.9805, -1.2647], [1.1661, -2.3244, -3.5836], [-0.1662, -3.1666, -2.9255], [1.5671, -3.6631, -2.7445], [0.5584, -2.8056, -0.6632], [2.7300, -1.7104, -0.0876], [2.9098, -1.1751, -1.7573], [3.0468, -2.8213, -1.3324], [-0.5826, -1.7942, 2.2624], [-1.6727, -0.8633, 1.7717], [-2.9940, -0.8326, 2.5636], [-3.7999, -1.9585, 2.1734], [-4.8251, -2.1882, 3.0390], [-1.0620, 0.5040, 1.7278], [-0.2077, -1.6197, 3.2328], [0.2432, -1.7084, 1.5369], [-0.9491, -2.8354, 2.2087], [-1.9280, -1.1313, 0.7167], [-3.5522, -0.0102, 2.1849], [-2.9258, -0.6713, 3.6403], [-5.7626, -2.5191, 2.5393], [-5.0501, -1.3062, 3.6117], [-4.5639, -2.9299, 3.7409], [-1.7744, 1.2400, 1.6381], [-0.6234, 0.6553, 2.6196], [-0.0976, 3.6992, -3.4716], [-0.4229, 2.9194, -2.2158], [-1.2241, 1.6374, -2.5076], [-1.7859, 1.1770, -1.3315], [-2.6644, 0.0842, -1.4519], [0.7655, 2.4488, -1.3888], [-1.0647, 3.7945, -4.0113], [0.6113, 3.1564, -4.0945], [0.2925, 4.7078, -3.2476], [-1.0537, 3.5605, -1.5228], [-0.5599, 0.9464, -3.0289], [-2.0731, 1.8191, -3.1691], [-2.1564, -0.8221, -1.1793], [-3.1578, 0.0487, -2.4109], [-3.3558, 0.1766, -0.6150], [1.1450, 3.3106, -0.9601], [1.4971, 2.0220, -1.9640]], "nbo_charge": [1.70, -0.63, 0.12, -0.64, -1.04, 0.21, 0.20, 0.21, 0.11, 0.21, 0.17, 0.19, -0.62, 0.09, -0.64, -1.08, 0.20, 0.21, 0.20, 0.15, 0.21, 0.20, 0.21, -0.62, -0.06, -0.08, -0.54, -0.24, -0.89, 0.21, 0.22, 0.22, 0.21, 0.16, 0.17, 0.18, 0.16, 0.17, 0.37, 0.38, -0.63, -0.06, -0.06, -0.56, -0.25, -0.91, 0.22, 0.21, 0.22, 0.20, 0.19, 0.16, 0.21, 0.17, 0.17, 0.38, 0.38]}

[4]
{"formula": "C8H8O2", "method": "ωB97M-V/def2-TZVPD", "homo_ev": [-8.54, -8.55], "total_charge": 0, "orbital_gap_ev": [8.6115, 8.6148], "species": ["C", "C", "C", "C", "C", "C", "C", "C", "O", "O", "H", "H", "H", "H", "H", "H", "H", "H"], "positions_angstrom": [[0.2694, -1.4414, 0.8516], [1.7235, -1.6124, 0.9635], [-0.5126, -0.4449, 0.4359], [2.4278, -0.8176, 0.2162], [0.9578, 1.1952, -0.5592], [2.1434, 0.3304, -0.5549], [-2.1344, 1.1634, -0.6392], [-1.8948, -0.1017, 0.1550], [3.4991, -0.0228, -0.1210], [1.5708, 0.7107, -1.7284], [-0.2641, -2.2509, 1.4059], [2.2980, -2.3091, 1.6834], [1.0921, 2.1724, -0.4222], [-3.0041, 1.6423, -0.3464], [-2.1857, 0.8442, -1.7285], [-1.2029, 1.7927, -0.4825], [-2.4582, -0.9959, -0.2532], [-2.3252, 0.1452, 1.1242]], "nbo_charge": [-0.31, -0.33, 0.20, 0.30, 0.02, 0.37, -0.58, -0.53, -0.42, -0.46, 0.23, 0.23, 0.17, 0.21, 0.21, 0.23, 0.23, 0.23]}

[5]
{"formula": "C10H20Cl2O3PW", "method": "ωB97M-V/def2-TZVPD", "homo_ev": [-18.31, -18.30], "total_charge": 3, "orbital_gap_ev": [3.2745, 3.2229], "multiplicity": 3, "species": ["C", "C", "H", "H", "H", "O", "Cl", "W", "P", "C", "C", "H", "H", "H", "C", "H", "H", "H", "H", "H", "H", "C", "O", "Cl", "C", "C", "C", "O", "C", "H", "H", "H", "H", "H", "H", "H", "H"], "positions_angstrom": [[-0.7286, -4.9916, -4.2920], [-0.8609, -4.0238, -3.1479], [-1.7111, -5.3337, -4.6192], [-0.1453, -5.8808, -4.0267], [-0.2461, -4.5354, -5.1611], [-1.8517, -3.6533, -2.5738], [0.7855, -3.3387, -2.6413], [0.0788, -1.0259, -0.8901], [-0.5563, 1.1989, -1.1230], [-1.8442, 2.4855, -1.3096], [0.9041, 2.3268, -1.0443], [0.3170, -0.3506, -2.8555], [-0.0392, 1.3392, -3.3846], [-1.3859, 0.2321, -3.2454], [-0.4213, 0.4952, -2.8005], [1.8643, 1.8055, -1.0667], [0.8486, 3.0479, -1.8669], [-1.5433, 3.1989, -2.0987], [-1.9717, 3.0554, -0.3790], [0.8432, 2.8741, -0.0996], [-2.8022, 2.0351, -1.5951], [-1.0220, -1.0564, 0.7278], [-1.5929, -1.2134, 1.7768], [2.2404, -1.1090, -0.3027], [0.7638, 1.7860, 4.4453], [1.3455, 0.3391, 4.4680], [1.1431, -0.1873, 3.0247], [0.5078, 0.8133, 2.2287], [0.1616, 1.9403, 3.0455], [0.0518, 1.9583, 5.2611], [1.5701, 2.5189, 4.5601], [0.7645, -0.3008, 5.1699], [2.4012, 0.2709, 4.7822], [2.0508, -0.4438, 2.4449], [0.5182, -1.0985, 3.0127], [-0.9397, 1.9691, 3.0349], [0.5019, 2.8528, 2.5413]], "nbo_charge": [-0.76, 0.64, 0.31, 0.31, 0.29, -0.45, -0.02, 1.21, 1.08, -0.90, -0.90, 0.23, 0.38, 0.33, -0.99, 0.28, 0.30, 0.32, 0.32, 0.31, 0.29, 0.45, -0.17, 0.09, -0.44, -0.44, -0.07, -0.60, -0.07, 0.26, 0.24, 0.24, 0.26, 0.17, 0.16, 0.18, 0.18]}

[6]
{"formula": "C3H6O", "method": "ωB97M-V/def2-TZVPD", "homo_ev": -9.67, "total_charge": 0, "orbital_gap_ev": 10.7010, "smiles": "C=CCO", "species": ["C", "O", "C", "C", "H", "H", "H", "H", "H", "H"], "positions_angstrom": [[0.8877, -0.4857, -0.2076], [1.5692, 0.5077, 0.5487], [-0.6003, -0.2275, -0.3914], [-1.3386, 0.3145, 0.5789], [1.1898, -0.4198, -1.2674], [1.3115, -1.4497, 0.0703], [1.4936, 1.3313, 0.0393], [-0.9444, -0.3863, -1.4034], [-2.3588, 0.6482, 0.3871], [-1.2097, 0.1672, 1.6455]], "nbo_charge": [-0.11, -0.71, -0.21, -0.38, 0.15, 0.20, 0.47, 0.20, 0.19, 0.21]}

Repeat the first record exactly.
{"formula": "C8H13F3N3", "method": "ωB97M-V/def2-TZVPD", "homo_ev": [-12.81, -10.64], "total_charge": 1, "orbital_gap_ev": [9.0581, 6.8366], "species": ["C", "C", "C", "C", "C", "C", "C", "C", "N", "N", "N", "F", "F", "F", "H", "H", "H", "H", "H", "H", "H", "H", "H", "H", "H", "H", "H"], "positions_angstrom": [[1.7715, -2.0582, -0.3832], [-1.0349, 0.0549, 0.9222], [-0.7073, -0.8277, -1.2950], [-1.1936, 1.4897, 0.3128], [-1.1411, 0.4457, -1.9458], [1.1679, -1.5480, 1.9978], [0.9199, -1.4279, 0.5024], [2.3290, 0.9220, 0.4028], [2.5234, -2.5495, -1.1201], [-0.1754, -0.7216, 0.0378], [-1.9293, 1.3037, -0.9684], [1.7258, 1.4384, 1.4558], [3.6298, 1.0068, 0.5138], [1.8164, 1.5797, -0.6916], [-0.7318, 0.2020, 1.9673], [-2.1536, -0.2494, 0.8296], [-1.6834, -1.4355, -1.2577], [0.0703, -1.3948, -1.8315], [-1.8604, 2.0969, 0.8329], [-0.2353, 2.0639, 0.1984], [-0.2910, 1.1858, -2.2617], [-1.5475, 0.2021, -2.9705], [0.6627, -2.5252, 2.2674], [0.6501, -0.7524, 2.6463], [2.2664, -1.6125, 2.2131], [-2.8665, 0.9704, -0.8653], [-1.9820, 2.1408, -1.5096]], "nbo_charge": [0.15, -0.21, -0.25, -0.24, -0.26, -0.65, 0.11, 0.94, -0.23, -0.40, -0.49, -0.34, -0.29, -0.37, 0.26, 0.18, 0.20, 0.28, 0.23, 0.27, 0.24, 0.27, 0.24, 0.23, 0.27, 0.43, 0.44]}